No. 1
23
Properties=species:S:1:pos:R:3:forces:R:3:nbo_charge:R:1 method="wB97M-V/def2-TZVPD" smiles=Cc1ccccc1.CC total_energy_ev=-9559.2860 charge=0 lumo_ha=0.0371 relative_energy_kj_mol=86.4 homo_ev=-9.0
C -0.14950 -3.07445 -0.44480 1.01 0.69 -1.57 -0.631
C 0.29673 -1.75129 -1.09180 -0.20 -0.66 1.80 0.024
C -0.43758 -1.17820 -2.11252 -0.57 0.40 -0.30 -0.250
C -0.12218 0.07928 -2.60648 2.14 0.51 -0.09 -0.183
C 0.95189 0.80950 -2.03206 -2.69 -1.51 -0.42 -0.237
C 1.59025 0.20345 -0.96774 2.00 2.15 0.87 -0.198
C 1.36217 -1.05789 -0.48749 -1.01 -0.73 -1.98 -0.236
H 0.74534 -3.68753 -0.33557 -0.08 -0.17 0.30 0.213
H -0.77691 -3.56580 -1.18408 -0.43 -0.28 0.45 0.212
H -0.60951 -2.90007 0.52001 -0.26 -0.13 0.01 0.223
H -1.32411 -1.67141 -2.49799 0.19 -0.26 -0.06 0.210
H -0.44993 0.50108 -3.54947 -0.93 -0.26 0.21 0.210
H 1.00479 1.80728 -2.43965 0.99 0.19 0.47 0.221
H 2.35081 0.79214 -0.44505 0.06 -0.17 -0.26 0.204
H 2.07766 -1.58380 0.12600 -0.23 0.24 0.60 0.218
C -0.78572 2.19835 3.16275 0.09 0.86 0.80 -0.618
C -0.86039 1.85241 1.68074 0.82 -0.65 0.33 -0.618
H -1.70652 2.72192 3.42737 0.15 0.04 0.31 0.202
H -0.65187 1.40381 3.89896 -0.28 -0.49 -0.48 0.205
H 0.04891 2.85822 3.42495 -0.16 0.20 -0.34 0.203
H -0.03620 2.28924 1.11608 -0.22 0.32 -0.05 0.208
H -1.81952 2.17027 1.28841 0.04 -0.16 -0.36 0.208
H -0.69862 0.78352 1.54942 -0.43 -0.13 -0.23 0.210

No. 2
59
Properties=species:S:1:pos:R:3:forces:R:3:lowdin_charge:R:1 method="wB97M-V/def2-TZVPD" total_energy_ev=-99868.4210 charge=+1 lumo_ha="-0.1664 / -0.1664" relative_energy_kj_mol=0.0 homo_ev="-11.8 / -11.8"
Ce 8.80108 13.59898 4.65123 0.39 0.03 2.98 1.209
C 8.14508 14.22374 7.20048 1.47 0.27 -0.32 -0.078
C 9.54842 14.58722 7.03294 -0.11 0.44 -1.19 -0.189
C 9.62028 15.71490 6.08898 -2.28 -0.35 0.74 -0.172
C 8.20513 16.04510 5.90392 1.12 -0.48 -0.36 -0.070
C 7.31712 15.14904 6.53494 1.06 0.79 0.26 -0.260
C 5.81926 15.38372 6.61358 0.47 -1.57 0.51 -0.518
C 5.48249 16.69980 7.39179 -0.65 0.27 -0.84 -0.028
C 5.15404 14.18542 7.41158 -0.40 0.58 -0.89 -0.029
C 5.31145 15.44339 5.15102 -0.96 -0.09 -0.06 -0.044
C 10.72480 16.59878 5.47251 0.84 0.95 0.34 -0.531
C 11.98548 15.82792 5.03355 -1.25 0.18 0.40 -0.020
C 10.30751 17.36873 4.22654 -1.20 -0.98 -0.70 -0.064
C 11.10508 17.75548 6.44742 0.45 -0.58 1.97 -0.033
C 10.68052 13.84879 7.72434 -0.34 -0.60 1.20 -0.516
C 11.58764 14.76433 8.56621 -1.03 -0.20 0.23 -0.005
C 11.53906 13.01273 6.81244 0.59 0.63 -0.91 -0.073
C 10.06232 12.73797 8.65231 1.75 0.90 0.02 -0.034
H 7.84199 13.38962 7.80298 -0.21 -0.08 0.18 0.110
H 7.85217 16.93990 5.45291 -0.04 0.50 -0.66 0.117
H 5.75931 16.64550 8.44228 0.20 -0.19 -0.02 0.083
H 4.37827 16.86686 7.36846 0.72 -0.24 -0.03 0.101
H 5.92874 17.62669 6.97120 -0.07 -0.70 0.04 0.091
H 5.23441 14.30740 8.51445 -0.57 0.29 -0.76 0.097
H 5.63474 13.21377 7.24976 -0.04 0.15 -0.50 0.063
H 4.11279 14.13308 6.97355 0.85 -0.16 1.25 0.102
H 5.74944 16.34376 4.69654 -0.30 -0.37 -0.19 0.087
H 4.21505 15.56657 5.23676 0.40 0.16 -0.42 0.090
H 5.44796 14.54908 4.43857 0.24 1.03 1.37 0.102
H 11.68962 15.03166 4.31143 0.53 0.20 0.48 0.084
H 12.47292 15.47763 5.93397 0.46 -0.40 -0.30 0.068
H 12.57393 16.57103 4.51512 0.59 -0.22 -0.11 0.092
H 9.83057 16.68172 3.49638 0.40 0.41 -0.04 0.085
H 11.14035 17.91813 3.78251 -0.01 -0.36 0.04 0.100
H 9.56714 18.10236 4.45839 -0.66 0.57 0.17 0.078
H 11.75528 17.39442 7.29972 -0.73 0.34 -0.85 0.080
H 10.19274 18.16977 6.92945 0.50 -0.17 -0.43 0.103
H 11.67943 18.59044 6.01611 -0.34 -0.46 -0.33 0.096
H 11.85507 15.69841 8.06149 0.27 -0.54 0.11 0.055
H 12.43469 14.18123 8.95484 -0.05 0.40 -0.31 0.106
H 10.96299 15.02476 9.41063 0.13 0.45 0.50 0.093
H 12.35928 13.55484 6.30900 -0.39 -0.33 0.42 0.077
H 10.88271 12.66838 6.01998 0.08 -0.80 -0.30 0.016
H 11.93686 12.16880 7.38083 0.10 -0.02 -0.42 0.111
H 9.29587 13.00945 9.33626 -0.87 0.50 0.28 0.082
H 10.88293 12.40367 9.28429 0.13 -0.20 0.04 0.095
H 9.80364 11.90752 8.03752 -0.66 -0.78 -0.35 0.078
Cl 6.88360 11.44518 4.28011 0.25 0.36 0.01 0.763
C 8.52577 10.78179 4.36649 0.82 -1.43 0.35 -0.651
C 9.61012 11.56730 3.97469 -0.57 -1.74 -0.39 -0.369
C 10.87333 10.96429 4.05782 -0.72 1.10 0.85 -0.716
Cl 12.20424 11.98900 3.83686 1.00 0.75 -0.90 0.801
C 11.10064 9.77068 4.67810 -1.20 -1.86 0.49 -0.712
Cl 12.65704 9.19442 5.01986 0.37 -0.12 -0.02 0.763
C 9.98523 8.97703 5.09106 -1.26 0.89 -0.78 -0.685
Cl 10.13872 7.42585 5.74176 0.44 -0.29 0.24 0.764
C 8.66328 9.46394 4.91122 0.62 1.22 -0.10 -0.667
Cl 7.25732 8.62848 5.46224 0.57 -0.01 -0.23 0.719
H 8.22679 14.79683 3.57909 -0.93 1.97 -1.78 -0.094

No. 3
14
Properties=species:S:1:pos:R:3:forces:R:3:nbo_charge:R:1 method="wB97M-V/def2-TZVPD" total_energy_ev=-8830.6561 charge=0 lumo_ha=0.0294 relative_energy_kj_mol=535.2 homo_ev=-8.6
O 1.10750 1.86641 -0.04119 0.00 -0.21 -0.19 -0.694
C 0.02299 1.15452 0.49505 -0.19 -0.13 0.19 0.026
C -1.11898 0.75373 -0.48825 0.54 -0.02 -0.33 -0.179
C -0.67710 -0.62688 -0.90951 0.01 -0.17 -0.27 -0.140
C 0.71584 -1.00484 -0.37942 0.08 0.04 -0.04 -0.433
C 0.22974 -0.31093 0.89462 0.13 0.02 0.20 -0.075
N -1.20003 -0.72755 0.48005 -0.15 0.31 0.07 -0.406
H 1.37941 1.43831 -0.86441 -0.05 0.16 0.15 0.465
H -0.34668 1.76845 1.32382 -0.02 -0.19 -0.16 0.188
H -1.96153 0.16754 0.44294 0.06 -0.25 0.33 0.387
H -1.17510 -1.14823 -1.72755 0.06 0.16 0.25 0.218
H 1.62473 -0.64109 -0.87462 -0.26 -0.01 0.09 0.204
H 0.79711 -2.08778 -0.23431 -0.06 0.23 -0.03 0.225
H 0.60209 -0.60168 1.88278 -0.14 0.08 -0.26 0.213

No. 4
77
Properties=species:S:1:pos:R:3:forces:R:3:lowdin_charge:R:1 method="wB97M-V/def2-TZVPD" total_energy_ev=-88641.5206 charge=+1 lumo_ha=-0.1834 relative_energy_kj_mol=283.8 homo_ev=-10.0
Sn 0.31759 1.20374 0.45631 -0.05 0.73 -0.05 1.063
C 2.17555 3.73423 -0.66828 0.04 -0.11 0.05 -0.077
N 0.76104 3.34373 -0.66313 0.15 -0.01 0.02 -0.380
C 0.29339 3.14705 -2.03570 -0.13 -0.21 -0.14 -0.097
C -0.05998 4.35576 0.01655 -0.16 0.05 0.28 -0.159
C -1.38213 3.79473 0.48017 0.04 -0.20 -0.01 -0.261
C -2.50460 4.61103 0.55164 0.04 0.02 -0.01 -0.039
C -3.69215 4.11711 1.06927 -0.02 0.07 -0.01 -0.072
C -3.75638 2.80856 1.52285 -0.01 -0.07 0.06 -0.071
C -2.63775 1.98977 1.44028 0.15 0.02 -0.03 -0.141
C -1.43530 2.46753 0.91596 0.21 -0.16 -0.09 -0.284
H 2.32368 4.68599 -1.19015 -0.04 0.00 0.02 0.103
H 2.75584 2.96032 -1.17053 0.03 0.00 0.04 0.076
H 2.52014 3.82636 0.36076 0.05 0.00 -0.02 0.092
H 0.42672 4.04859 -2.64308 -0.01 0.03 0.06 0.106
H -0.76515 2.88093 -2.02364 -0.02 0.09 -0.01 0.071
H 0.84841 2.33140 -2.50400 0.04 0.01 0.02 0.087
H -0.20533 5.22933 -0.63032 0.06 0.01 0.02 0.135
H 0.48425 4.67747 0.90818 0.11 0.06 -0.10 0.138
H -2.44353 5.63986 0.21424 -0.03 0.00 -0.02 0.115
H -4.56242 4.75747 1.12745 -0.01 0.00 0.00 0.108
H -4.67198 2.42432 1.95367 -0.01 0.00 -0.01 0.110
H -2.70019 0.97798 1.82451 -0.11 -0.02 -0.05 0.065
O 2.21400 1.18767 4.62562 -0.04 0.03 0.21 -0.051
P 1.37767 0.74666 3.36939 0.28 0.63 0.17 0.180
O 1.86152 -0.61005 2.94461 0.08 -0.30 0.00 -0.425
O 1.40157 1.81929 2.31477 -0.22 0.09 -0.26 -0.379
O -0.12787 0.61088 3.91848 -0.02 -0.14 -0.01 -0.210
P -1.01697 -0.63436 3.38046 -0.44 -0.12 0.11 0.245
O -0.31019 -1.89352 4.06064 0.12 0.12 0.05 -0.126
O -2.43385 -0.51651 3.66469 -0.05 0.01 0.14 -0.202
O -0.64747 -0.69908 1.84951 0.63 -0.42 0.11 -0.630
H 1.88060 1.96896 5.09062 0.07 -0.08 -0.09 0.113
H 0.64814 -1.72924 4.14859 -0.15 -0.13 0.08 0.060
C -3.27758 -1.64640 -0.95799 0.26 0.11 0.06 -0.259
Sb -1.87507 -0.07867 -1.42606 -0.49 -0.29 -0.77 1.386
C -3.18388 0.94821 -2.79493 0.16 0.01 0.16 -0.300
C -0.59483 -1.01104 -3.02513 -0.36 0.31 0.42 -0.268
C -0.72813 -2.45105 -2.87335 0.22 -0.33 0.10 -0.285
C -1.74049 -3.11658 -3.58138 0.10 0.00 -0.04 -0.058
C -2.01144 -4.44955 -3.37904 0.09 0.07 0.09 -0.035
C -1.26896 -5.18603 -2.44325 -0.13 -0.14 -0.05 -0.056
C -0.24949 -4.58119 -1.76749 0.18 0.08 -0.04 -0.050
C 0.08377 -3.21256 -1.97433 -0.61 -0.23 -0.17 -0.274
C 1.23082 -2.70034 -1.33243 0.30 0.34 0.63 -0.054
Sb 0.91254 -2.10892 1.21141 -0.74 -0.43 -0.40 1.550
C 2.29325 -3.29431 2.39402 -0.09 0.43 -0.21 -0.231
C -0.69332 -3.54484 1.40379 0.19 0.21 0.01 -0.241
H -3.41872 -2.31702 -1.80256 -0.02 0.02 -0.02 0.001
H -4.21875 -1.15656 -0.71172 0.01 0.03 0.00 0.020
H -2.93359 -2.20294 -0.08905 -0.02 -0.03 0.00 -0.006
H -3.79525 0.23035 -3.33846 0.01 -0.03 0.00 0.012
H -2.59116 1.53151 -3.49778 -0.01 0.02 -0.02 0.002
H -3.82765 1.62176 -2.23109 -0.02 0.00 0.01 0.009
H 0.40001 -0.61030 -2.84611 0.01 0.03 -0.03 0.046
H -1.01266 -0.64196 -3.95817 0.08 -0.01 -0.06 0.069
H -2.31514 -2.54902 -4.30344 -0.04 -0.01 0.02 0.125
H -2.80111 -4.93101 -3.94013 0.00 -0.01 -0.01 0.119
H -1.49861 -6.22952 -2.27946 0.04 -0.01 0.03 0.115
H 0.34429 -5.15530 -1.06591 0.03 -0.01 -0.01 0.122
H 1.68378 -1.76886 -1.64341 -0.01 0.02 0.05 0.049
H 1.92569 -3.43784 -0.94276 0.11 0.01 -0.08 0.066
H 1.74608 -3.69606 3.24414 -0.04 -0.04 -0.05 0.023
H 3.13412 -2.69444 2.72225 0.00 0.03 -0.07 0.012
H 2.62570 -4.09618 1.73415 -0.08 -0.08 0.01 0.021
H -0.31155 -4.48729 1.79461 0.06 0.00 -0.03 0.028
H -1.17505 -3.72095 0.44427 -0.02 0.04 0.00 -0.013
H -1.41768 -3.13811 2.10223 -0.05 -0.09 0.01 0.007
C 4.63292 0.86274 1.60360 0.00 -0.03 -0.26 -0.377
S 3.72813 0.17092 0.20342 0.35 0.03 -0.19 0.665
C 5.02513 0.37594 -1.05499 -0.26 -0.09 0.26 -0.392
H 4.80406 1.92579 1.44398 0.04 0.01 0.05 0.047
H 5.57978 0.33780 1.71354 0.02 0.03 0.08 0.046
H 4.02768 0.72095 2.48789 0.00 -0.03 0.16 -0.002
H 5.94505 -0.09459 -0.71424 0.03 -0.02 -0.06 0.039
H 5.19743 1.43351 -1.24537 0.04 0.00 -0.05 0.035
H 4.68299 -0.11402 -1.96362 0.04 0.03 -0.05 0.028